1.
Computed, not measured: an isolated molecule of C2H6Cl2NP at a distorted geometry, with ωB97M-V/def2-TZVPD.

The SMILES is CN(C)P(Cl)Cl. Its multiplicity is 1. As for the strongest force on any atom: 3.135 eV Å⁻¹. The energy relative to the best compared isomer or geometry (same formula, charge and spin) comes out at 24.2 kJ/mol. Its net charge is 0. Its electronic energy is -37995.4748 eV. Its HOMO energy is -8.63 eV.

Atoms and positions in Å:
Cl (-1.54, 1.76, 1.64)
Cl (-0.38, 2.66, -1.22)
P (-1.36, 1.09, -0.35)
N (-0.05, 0.04, -0.04)
C (1.04, -0.15, -0.89)
C (-0.34, -0.99, 0.90)
H (-0.19, -2.05, 0.60)
H (0.77, -0.95, -1.51)
H (-1.38, -0.72, 1.24)
H (0.25, -0.76, 1.86)
H (1.19, 0.57, -1.79)
H (1.98, -0.52, -0.44)

***

2.
Computed, not measured: a structure of composition C40H34N3P2Rb, with ωB97M-V/def2-TZVPD.

Its multiplicity is 1. As for the strongest force on any atom: 0.334 eV Å⁻¹. The energy relative to the best compared isomer or geometry (same formula, charge and spin) comes out at 21.1 kJ/mol. Its net charge is 0. Its electronic energy is -65735.9303 eV. Its HOMO energy is -5.96 eV.

Atoms and positions in Å:
Rb (0.44, -0.89, 0.23)
P (3.39, 0.86, -0.25)
P (-2.72, 0.45, -0.53)
N (0.12, -3.90, 1.25)
N (-0.11, -1.87, 2.99)
N (0.38, 1.93, 0.67)
C (-0.25, -6.18, 0.61)
C (7.22, 2.05, 0.68)
C (5.21, 1.09, -0.26)
C (-0.10, -0.82, 3.82)
C (-0.68, 3.26, -0.84)
C (-5.43, -0.38, -0.19)
C (0.11, -4.87, 0.34)
C (-6.45, -1.04, 0.50)
C (2.52, 0.88, -4.80)
C (-4.58, 3.21, -3.72)
C (-2.09, 1.69, 0.69)
C (-0.83, 2.32, 0.17)
C (2.17, -0.20, -4.02)
C (-0.23, -4.21, 2.50)
C (8.00, 1.33, -0.21)
C (0.71, 3.48, -0.96)
C (2.44, -0.19, -2.66)
C (6.01, 0.35, -1.14)
C (-0.63, -5.50, 2.87)
C (1.30, 2.65, -0.02)
C (-0.18, -0.95, 5.20)
C (-4.98, 3.33, -2.40)
C (-3.91, -0.90, 1.58)
C (3.06, 0.90, -2.06)
C (-6.19, -1.62, 1.73)
C (-0.21, -3.09, 3.50)
C (2.77, 2.51, 0.28)
C (-0.27, -3.32, 4.88)
C (-4.92, -1.55, 2.27)
C (-0.63, -6.49, 1.91)
C (-0.26, -2.22, 5.73)
C (5.83, 1.93, 0.65)
C (-3.12, 1.41, -3.11)
C (3.14, 1.98, -4.22)
C (-3.65, 2.25, -4.08)
C (-3.51, 1.52, -1.78)
C (7.39, 0.47, -1.12)
C (-4.15, -0.29, 0.35)
C (3.41, 1.99, -2.86)
C (-4.45, 2.49, -1.44)
H (-4.70, -2.00, 3.23)
H (-3.33, 2.16, -5.11)
H (-2.37, 0.67, -3.38)
H (2.18, -1.04, -2.04)
H (3.90, 2.85, -2.41)
H (-0.31, -2.37, 6.80)
H (-0.25, -6.92, -0.17)
H (-1.47, 3.73, -1.40)
H (1.68, -1.06, -4.47)
H (-6.99, -2.13, 2.26)
H (-2.87, 2.43, 0.91)
H (5.54, -0.31, -1.86)
H (9.08, 1.42, -0.19)
H (2.31, 0.88, -5.86)
H (-5.65, 0.07, -1.15)
H (1.21, 4.16, -1.63)
H (-0.94, -7.50, 2.17)
H (3.42, 2.83, -4.82)
H (0.41, -4.58, -0.66)
H (-7.44, -1.09, 0.06)
H (7.99, -0.10, -1.81)
H (-4.76, 2.59, -0.40)
H (-0.01, 0.16, 3.35)
H (3.33, 3.30, -0.21)
H (-2.91, -0.87, 2.01)
H (5.24, 2.52, 1.35)
H (-5.71, 4.08, -2.11)
H (-0.16, -0.07, 5.83)
H (7.68, 2.72, 1.39)
H (2.95, 2.60, 1.35)
H (-0.94, -5.72, 3.88)
H (-0.32, -4.32, 5.28)
H (-5.00, 3.87, -4.48)
H (-1.87, 1.17, 1.62)

***

3.
Computed, not measured: a cluster of 2 separate species, C26H60ClP2 in total at a distorted geometry, with ωB97M-V/def2-TZVPD.

Its multiplicity is 1. As for the strongest force on any atom: 1.017 eV Å⁻¹. Its net charge is +1. Its electronic energy is -59030.5060 eV. Its HOMO energy is -10.40 eV.

Atoms and positions in Å:
Cl (3.88, 6.01, 5.09)
P (-1.90, -2.44, -2.50)
P (4.43, 4.42, 3.50)
C (4.99, 3.43, 2.01)
C (-2.82, -3.38, -1.25)
C (-3.56, -5.14, -4.20)
C (-1.50, -3.55, -3.87)
C (1.74, 1.93, 5.49)
C (-0.79, 1.16, 3.64)
C (-0.23, -1.90, -2.00)
C (-1.55, -3.36, 1.54)
C (-0.08, 0.30, 4.70)
C (-0.66, 0.35, -0.72)
C (0.06, -1.01, -0.78)
C (-2.52, -2.27, 1.11)
C (-2.64, -0.47, -4.42)
C (2.24, 3.02, 4.54)
C (-3.45, -2.67, -0.04)
C (3.92, 2.52, 1.41)
C (-3.05, -1.20, -3.13)
C (5.59, 4.39, 0.97)
C (4.59, 5.27, 0.20)
C (-2.84, -6.34, -3.60)
C (-2.47, 1.94, -3.62)
C (-1.73, 0.74, -4.22)
C (3.77, 3.12, 4.56)
C (0.23, 1.51, -1.16)
C (-2.64, -4.06, -4.77)
C (1.41, 0.57, 4.86)
H (3.52, 5.17, 2.76)
H (5.72, 4.86, 3.73)
H (4.24, 2.19, 4.23)
H (-3.54, -7.08, -3.23)
H (-3.95, -1.80, -3.31)
H (0.19, -1.48, -2.91)
H (-2.94, 1.70, -2.66)
H (-0.92, -3.02, 2.36)
H (-1.98, -1.36, 0.87)
H (4.23, 2.12, 0.44)
H (-2.19, -4.22, -0.95)
H (4.10, 3.36, 5.57)
H (-1.79, 0.80, 3.44)
H (-2.15, -4.46, -5.66)
H (-3.32, -0.50, -2.34)
H (3.62, 4.79, 0.10)
H (1.84, 4.01, 4.79)
H (6.19, 3.81, 0.27)
H (1.13, -0.82, -0.83)
H (-0.92, -4.38, -3.45)
H (-2.20, -6.83, -4.34)
H (0.66, 1.34, -2.15)
H (-0.10, -1.59, 0.12)
H (1.91, 2.78, 3.53)
H (-3.24, -3.22, -5.12)
H (-4.27, -4.72, -3.47)
H (1.06, 1.62, -0.47)
H (0.86, 2.31, 6.03)
H (-1.00, 0.53, 0.30)
H (-1.80, 2.78, -3.46)
H (-3.62, -3.81, -1.85)
H (-4.01, -1.80, -0.38)
H (-4.19, -5.49, -5.03)
H (3.70, 1.68, 2.07)
H (-0.22, 1.17, 2.70)
H (-1.56, 0.34, -1.33)
H (-3.16, -2.01, 1.96)
H (-4.19, -3.37, 0.34)
H (2.98, 3.06, 1.27)
H (-0.88, 2.20, 3.96)
H (-0.24, -0.76, 4.49)
H (2.49, 1.77, 6.27)
H (4.44, 6.23, 0.69)
H (1.91, 0.53, 3.88)
H (6.31, 5.04, 1.49)
H (4.95, 5.48, -0.81)
H (-3.26, 2.26, -4.30)
H (-0.56, 0.50, 5.66)
H (-1.31, 1.02, -5.19)
H (-2.20, -6.06, -2.75)
H (-3.56, -0.13, -4.89)
H (-0.88, 0.48, -3.59)
H (5.82, 2.80, 2.37)
H (-0.31, 2.45, -1.19)
H (-2.08, -4.25, 1.89)
H (-0.80, -2.98, -4.49)
H (1.85, -0.24, 5.44)
H (-0.88, -3.68, 0.74)
H (0.28, -2.86, -1.87)
H (-2.20, -1.18, -5.13)